Here is a 8-piece molecular cluster, C15H45O8 overall at a distorted geometry from the Open Molecules 2025 dataset. Energies are from wB97M-V/def2-TZVPD.

Structure (XYZ):
```
68
Properties=species:S:1:pos:R:3:forces:R:3
C 0.99588 -0.76343 0.72335 0.004 0.015 -0.347
O 1.25776 -0.60742 -0.61505 0.088 -0.563 0.133
H 1.52965 0.02952 1.24721 -0.376 0.146 0.553
H -0.08744 -0.66043 0.78604 -0.485 0.674 0.284
H 1.15145 -1.72412 1.21421 0.670 -0.391 -0.481
C -1.01299 2.06877 3.19573 -0.124 0.202 0.012
C -0.19829 3.30913 3.66434 -1.036 -1.599 0.023
O 1.14767 2.92810 3.76514 0.314 0.168 0.009
H -0.66638 1.19963 3.75482 -0.157 0.068 0.393
H -0.90611 1.75298 2.15796 0.378 0.511 -0.374
H -2.08860 2.18514 3.32843 -0.026 0.067 0.236
H -0.54671 3.50444 4.67852 0.068 0.396 -0.028
H -0.36214 4.17857 3.02768 0.070 0.099 -0.067
H 1.31363 2.41361 2.97182 0.550 0.216 -0.201
C -1.31503 -2.01501 4.58404 0.750 -0.097 -0.338
C 0.21764 -2.18283 4.34643 -2.137 -1.356 0.234
O 0.67472 -3.05325 5.41413 0.939 1.320 -0.527
H -1.82256 -2.97908 4.55135 0.251 -0.292 -0.010
H -1.79911 -1.44546 3.79070 0.021 0.482 0.223
H -1.47949 -1.63602 5.59271 -0.105 0.396 -0.231
H 0.72948 -1.22628 4.24093 0.297 -0.118 1.049
H 0.34673 -2.63112 3.36131 0.173 -0.436 -0.048
H 0.32498 -3.94207 5.31767 -0.189 0.124 -0.376
C 1.24477 1.84313 -4.69090 0.067 1.605 0.397
C 2.21630 1.33537 -3.60319 -1.715 -0.546 -1.416
O 2.42651 -0.01832 -3.97150 1.007 -0.343 0.713
H 0.98876 2.87290 -4.44167 0.166 0.464 -0.342
H 0.25945 1.40516 -4.85036 0.280 -0.845 0.767
H 1.71107 1.81177 -5.67563 0.290 0.159 0.063
H 1.78499 1.38596 -2.60342 -0.056 -0.201 -0.112
H 3.14169 1.91129 -3.59533 0.058 0.108 -0.083
H 3.17106 0.01777 -4.57642 0.016 -0.422 -0.118
C -0.22718 -4.95779 1.44654 0.684 0.764 -0.553
C -0.77323 -4.46850 0.03953 0.429 -1.650 1.729
O 0.27791 -4.35248 -0.89660 -0.339 0.785 -0.202
H -0.83280 -4.78180 2.33555 -0.457 0.051 -0.300
H 0.72986 -4.47810 1.65172 0.048 0.474 -0.060
H 0.07195 -6.00593 1.45285 -0.468 -0.241 -0.341
H -1.34448 -3.54046 0.06211 0.569 0.134 0.160
H -1.51063 -5.23226 -0.20751 -0.085 -0.117 -0.637
H 0.83665 -5.12737 -0.99122 -0.327 -0.274 0.352
C -2.34792 -2.13864 -1.93659 -1.409 -0.479 0.410
C -1.59532 -2.66947 -3.09588 0.996 -1.255 -1.304
O -0.46434 -1.88546 -3.36119 -0.366 0.844 -0.179
H -3.10573 -1.43401 -2.27909 0.373 0.628 -0.001
H -1.69298 -1.68330 -1.19377 -0.234 -0.260 0.141
H -3.00606 -2.92877 -1.57514 0.270 -0.201 0.707
H -2.25786 -2.65201 -3.96124 -0.228 -0.202 -0.300
H -1.15356 -3.66538 -3.06266 -0.645 -0.313 0.734
H -0.92278 -1.04421 -3.30029 1.128 1.177 -0.300
C 1.29168 4.47646 -0.08748 -0.280 -0.404 -1.311
C 2.08287 3.14877 -0.29012 -1.209 1.993 -0.147
O 2.45062 2.68285 0.97290 0.498 -0.837 0.824
H 0.22417 4.28637 0.02375 0.039 -0.028 0.930
H 1.26142 5.07685 -0.99673 0.419 -0.110 -0.405
H 1.74151 5.15222 0.63992 -0.160 -0.494 0.399
H 2.91900 3.41114 -0.93832 0.365 -0.554 0.044
H 1.47450 2.34189 -0.69868 -0.151 0.481 -0.810
H 2.28770 1.74041 0.88999 0.493 -0.096 0.492
C -1.10355 3.09084 -2.32876 -0.363 -0.236 -0.656
C -1.49223 1.79986 -1.67165 -1.027 -0.444 1.180
O -0.88549 0.65450 -2.20329 0.301 -0.189 -0.549
H -0.03090 3.27524 -2.26940 -0.146 0.197 0.129
H -1.71596 3.90983 -1.95152 0.305 0.123 0.287
H -1.37861 3.00441 -3.37994 0.210 0.043 -0.172
H -2.56341 1.60434 -1.72127 -0.314 0.363 -0.563
H -1.39129 1.80869 -0.58637 0.656 0.286 0.318
H -0.20286 0.31280 -1.62118 0.372 0.030 -0.036
```
Positions in Å, forces in eV/Å.

The calculation puts the electronic energy at -1200.1701 hartree. For the energy relative to the best compared isomer or geometry (same formula, charge and spin), the calculation gives 0.00 kcal/mol. The HOMO energy (alpha / beta) comes out at -9.40 / -9.39 eV. The max |F| comes out at 2.54 eV Å⁻¹. The multiplicity is 2.

=====

Here is a 4-piece molecular cluster, C15H46N3O5P2 overall at a distorted geometry from the Open Molecules 2025 dataset. Energies are from wB97M-V/def2-TZVPD.

Structure (XYZ):
```
71
Properties=species:S:1:pos:R:3:forces:R:3
C -3.56453 -3.09784 -2.39298 -0.092 0.417 0.259
C -3.07774 -1.73657 -1.92236 -0.250 0.236 -0.228
O -2.40864 -1.08971 -2.98750 0.093 -0.091 0.145
C -1.42207 -0.13484 -2.57428 -0.341 0.310 -0.158
P -2.09572 1.59215 -1.99994 0.798 -0.314 0.890
P -3.64796 1.48631 -3.68874 -0.449 0.786 -0.272
O -4.24230 2.82467 -4.04975 -0.116 0.097 -0.022
H -4.52881 -2.98397 -2.87562 -0.112 -0.111 -0.273
H -2.85333 -3.52449 -3.09161 0.090 -0.212 -0.030
H -3.69828 -3.74658 -1.53021 -0.022 -0.256 -0.017
H -3.93706 -1.13977 -1.61517 -0.063 0.087 0.149
H -2.42919 -1.80699 -1.04805 0.269 -0.055 0.039
H -0.81916 0.05418 -3.46227 0.130 0.014 -0.195
H -0.78380 -0.56557 -1.79822 0.007 -0.115 0.224
H -1.19872 2.29703 -2.95748 0.006 -0.119 -0.187
H -2.64845 2.87873 -1.60324 -0.067 -0.026 -0.215
H -3.01452 0.93940 -1.04383 -0.166 -0.279 -0.102
H -1.07097 1.63263 -0.94292 -0.018 0.185 -0.045
H -3.07004 0.90784 -4.85671 0.002 -0.319 0.088
H -4.69958 0.56737 -3.38216 0.135 -0.251 -0.103
C -0.48595 -5.03443 1.17559 0.036 -0.087 0.075
C 0.16922 -4.45777 -0.07513 -0.297 0.100 0.008
C 0.78428 -3.06872 0.12947 0.214 -0.055 -0.069
O -0.13096 -1.99689 0.17729 0.040 -0.083 0.014
C -0.76026 -1.75452 1.42188 -0.166 0.165 -0.043
N -0.80090 -4.48279 -1.17448 0.165 0.045 0.038
H -1.45888 -4.58223 1.36678 0.001 0.082 -0.022
H -0.64785 -6.10594 1.05518 -0.024 0.006 -0.043
H 0.14029 -4.88204 2.05737 -0.001 0.015 -0.002
H 0.99498 -5.12212 -0.34948 0.061 0.042 -0.007
H 1.42003 -2.84922 -0.73200 0.022 -0.066 -0.019
H 1.43478 -3.05135 1.01495 -0.027 -0.038 0.035
H -0.08470 -1.97329 2.25571 0.018 -0.038 0.008
H -1.67596 -2.34407 1.52866 0.045 -0.087 0.054
H -1.02053 -0.69665 1.45243 0.073 -0.030 -0.008
H -0.33920 -4.21085 -2.03785 -0.014 -0.044 -0.011
H -1.47880 -3.74153 -1.01182 0.011 -0.093 0.007
C 4.36558 0.62428 -1.70028 0.032 -0.001 -0.070
C 2.89805 0.21586 -1.61920 0.005 0.129 0.190
C 1.88874 1.32579 -1.92782 -0.135 -0.087 -0.196
O 1.70875 2.25540 -0.87798 0.209 0.188 0.128
C 2.65419 3.29966 -0.81670 -0.127 -0.021 0.116
N 2.62250 -0.37288 -0.30561 -0.003 -0.146 -0.037
H 4.67458 1.20145 -0.82822 -0.053 0.048 0.027
H 5.00191 -0.26075 -1.74022 -0.024 -0.015 0.039
H 4.56105 1.22325 -2.59253 -0.011 0.008 0.002
H 2.73151 -0.55998 -2.37344 -0.050 -0.012 -0.013
H 0.91717 0.85347 -2.05686 -0.090 0.076 0.033
H 2.11620 1.85016 -2.86565 0.110 0.019 0.042
H 2.98155 3.60335 -1.81561 0.034 -0.007 -0.013
H 3.52834 3.02315 -0.21639 0.078 0.012 -0.088
H 2.17061 4.15085 -0.33492 -0.023 -0.001 -0.026
H 1.66494 -0.72124 -0.30295 0.007 0.016 0.054
H 2.60547 0.38815 0.36815 0.039 0.009 0.010
C 0.54773 1.01311 4.37052 0.090 -0.076 0.086
C 1.07011 1.71092 3.11760 -0.243 -0.012 0.075
C 1.52415 3.15807 3.35891 0.172 -0.039 -0.122
O 0.48030 4.10007 3.50327 0.000 0.026 0.104
C -0.10557 4.16650 4.78566 -0.067 0.057 -0.122
N 0.07210 1.59655 2.05466 0.318 0.334 0.041
H -0.46655 1.32764 4.61514 -0.017 0.057 -0.027
H 0.51770 -0.06500 4.21155 -0.023 0.005 -0.040
H 1.18600 1.21030 5.23581 -0.009 0.002 -0.006
H 1.96093 1.16393 2.78844 0.062 0.051 0.001
H 2.08502 3.48472 2.47950 -0.046 0.021 -0.024
H 2.20511 3.21886 4.22116 -0.040 -0.055 0.032
H 0.63455 3.99205 5.57369 0.004 -0.038 0.017
H -0.92453 3.45087 4.89288 0.035 -0.039 0.083
H -0.51589 5.16917 4.90714 0.016 0.006 -0.021
H 0.47287 1.96042 1.19070 -0.140 -0.238 -0.200
H -0.68394 2.24230 2.26810 -0.100 -0.094 -0.033
```
Positions in Å, forces in eV/Å.

The calculation puts the electronic energy at -1822.1265 hartree. The HOMO energy comes out at -3.47 eV. The max |F| comes out at 1.24 eV Å⁻¹. As for the charge: -1. The multiplicity is 1.

=====

Here is a 8-piece molecular cluster, C15H46O15 overall at a distorted geometry from the Open Molecules 2025 dataset. Energies are from wB97M-V/def2-TZVPD.

Structure (XYZ):
```
76
Properties=species:S:1:pos:R:3:forces:R:3
O -0.72094 -5.51098 -3.59346 -0.570 0.041 -1.061
C -1.08376 -4.42127 -4.45626 -0.224 0.751 0.826
C -2.46209 -3.72879 -4.03897 2.231 -1.192 -0.704
O -2.34596 -3.42746 -2.67574 -0.364 0.135 0.765
H -0.57172 -5.17433 -2.70690 -0.167 0.262 0.070
H -0.25359 -3.71576 -4.42202 -0.187 0.644 0.306
H -1.03552 -4.70188 -5.50842 -0.577 -0.679 0.153
H -3.26364 -4.45775 -4.15829 -0.105 0.110 -0.484
H -2.60947 -2.79122 -4.57501 -0.151 -0.221 -0.550
H -3.25702 -3.47717 -2.37724 0.144 0.179 0.690
O 0.38154 6.03107 2.40094 -0.478 0.283 -0.114
C 0.33047 4.96096 1.45105 0.461 -1.494 1.269
C -0.38696 3.75834 2.16195 -1.155 1.937 -1.655
O 0.15961 3.50033 3.39789 1.012 -0.857 0.885
H 1.10951 6.57862 2.09787 -0.078 0.273 0.284
H -0.11890 5.25271 0.50181 -0.030 -0.191 0.055
H 1.37924 4.67047 1.38955 0.129 -0.348 -0.911
H -0.48363 2.86499 1.54495 0.573 0.021 0.097
H -1.41482 4.09169 2.30505 -0.443 0.090 -0.057
H 0.23968 4.34445 3.84806 0.063 0.221 0.100
O 2.37805 -1.99920 -4.62539 0.576 -0.077 -0.208
C 1.52245 -1.44570 -3.63781 0.087 0.673 -0.189
C 2.29899 -0.40165 -2.77091 -0.210 -1.215 -1.136
O 3.03745 -1.01224 -1.69946 -0.379 0.311 -0.374
H 2.81257 -2.77638 -4.26653 -0.001 -0.123 -0.089
H 0.77148 -0.90420 -4.21308 -0.166 0.070 0.165
H 1.04180 -2.30061 -3.16219 -0.171 0.474 0.832
H 1.67472 0.41018 -2.39762 -0.095 -0.259 0.113
H 3.00656 0.00669 -3.49250 0.042 0.353 0.018
H 3.49188 -1.74652 -2.11889 0.291 -0.160 0.311
O -2.57209 -1.46658 4.53924 1.199 0.465 -0.053
C -1.54274 -1.23622 3.55676 -1.763 -0.395 -1.240
C -1.60659 0.22211 3.05344 1.512 0.086 1.652
O -0.59304 0.50364 2.10741 -0.934 0.143 -0.918
H -2.15351 -1.04414 5.29286 -0.671 -0.056 0.705
H -0.54782 -1.38807 3.97530 0.113 -0.028 -0.016
H -1.73289 -2.00627 2.80912 0.231 0.192 -0.328
H -1.47148 0.67921 4.03369 0.853 0.899 0.234
H -2.50577 0.78763 2.80896 -0.468 -1.164 -0.948
H 0.32952 0.54215 2.37005 0.018 -0.291 0.909
O 1.56777 0.55800 0.04486 -0.091 0.866 1.152
C 2.52542 1.30121 0.80880 1.218 -0.146 0.022
C 3.30328 0.46576 1.82202 -1.160 -0.244 0.132
O 2.48873 0.38328 3.04033 0.769 -0.935 -0.960
H 1.99201 0.03471 -0.63908 0.544 -0.229 0.387
H 3.29151 1.75278 0.17849 -0.256 0.300 -0.453
H 2.05259 2.06957 1.42047 -0.546 0.178 -0.609
H 4.32712 0.77055 2.03872 -0.154 0.698 0.104
H 3.45364 -0.48727 1.31486 -0.432 -0.598 0.727
H 2.52915 1.24004 3.47152 0.044 0.196 0.039
O -5.27038 4.84670 -1.14739 -2.065 -0.179 0.078
C -4.34543 3.83273 -1.45764 2.126 2.741 -0.133
C -3.30984 3.68994 -0.35582 0.447 -3.367 0.731
O -1.93639 3.49403 -0.77623 -1.328 1.750 0.174
H -4.95327 5.52405 -0.54553 0.483 -0.350 -0.040
H -4.81235 2.89107 -1.74636 -0.204 0.365 0.065
H -3.73923 4.29321 -2.23776 -0.018 -0.825 -0.953
H -3.58786 2.71635 0.04783 0.029 -0.228 0.720
H -3.43537 4.32696 0.51970 0.269 0.794 -0.444
H -1.74702 2.55562 -0.70448 0.261 -0.496 -0.247
O 1.67500 -4.38781 0.56506 -1.257 -1.146 -0.718
C 1.91580 -3.08912 1.00182 1.217 -0.197 0.329
C 2.67235 -3.18584 2.31518 -0.229 0.625 0.600
O 3.96628 -3.81653 2.15872 -0.772 0.706 -0.447
H 2.51196 -4.85263 0.49401 0.139 0.063 0.105
H 2.43957 -2.59076 0.18610 0.510 0.541 0.359
H 1.00628 -2.50554 1.14427 -0.306 -0.431 0.130
H 2.08810 -3.74256 3.04785 -0.267 -0.574 -0.309
H 2.63947 -2.19863 2.77607 1.005 0.421 -0.099
H 4.47552 -3.72057 2.96686 -0.123 0.038 0.074
C -1.35874 -0.27177 -1.24522 -1.191 -0.508 1.229
O -0.88229 1.05734 -1.09991 -0.150 -0.702 -0.612
H -2.24237 -0.40631 -0.62136 -0.900 0.537 -0.380
H -1.60600 -0.56940 -2.26423 0.323 0.236 -0.017
H -0.84249 -1.06433 -0.70352 1.400 0.197 -0.537
H -0.08412 1.01429 -0.56823 0.517 0.039 0.399
```
Positions in Å, forces in eV/Å.

Its SMILES is OCCO.OCCO.OCCO.OCCO.OCCO.OCCO.OCCO.CO. The calculation puts the electronic energy at -1727.4749 hartree. For the energy relative to the best compared isomer or geometry (same formula, charge and spin), the calculation gives 70.17 kcal/mol. The HOMO energy comes out at -9.56 eV. The max |F| comes out at 3.47 eV Å⁻¹. The multiplicity is 1.